No. 1
This record from OMol25 describes a cluster of 4 separate species, C21H45F7N3O9S in total. The level of theory is ωB97M-V/def2-TZVPD.

Positions of all 86 atoms, in Å:
H: 1.16360 -0.79236 4.45647
H: -1.28535 -3.61423 -6.34287
H: -3.02124 6.90571 6.87994
H: 0.72657 2.74296 2.27460
C: 4.24681 1.44708 0.48682
H: 0.23683 -6.61875 -8.74076
C: -0.28379 -3.90283 -6.01098
O: 1.90911 -4.29080 1.41849
H: 0.83634 0.32681 1.72524
H: 4.39825 2.46790 0.13399
C: -0.38208 -6.16685 -9.52291
C: -1.46578 -5.25628 -4.42898
O: 2.87996 1.14081 0.33565
H: -2.76575 10.83937 5.15634
H: -2.42175 6.63133 3.71032
H: 0.29930 5.98559 6.13682
H: -2.36357 -4.72801 -4.77505
H: -3.45840 -6.46185 -8.98759
N: -1.42282 -6.96487 -6.33585
C: -1.39347 4.83781 5.56185
N: 2.46892 0.03592 3.06438
C: 0.61256 1.27112 4.30828
H: 1.34953 -1.35564 1.96220
F: 1.09368 -3.41409 -2.67340
H: 0.18050 -4.54669 -6.76583
O: 1.15306 2.58549 4.31250
C: 2.19716 -4.06608 -2.32444
H: 0.06948 1.17221 5.25344
H: -2.92964 -5.52631 -6.77699
H: -1.51804 9.53877 3.73159
H: 0.32748 -3.00258 -5.92935
H: 1.99072 -0.61949 -0.21408
C: -1.42259 -6.70710 -4.89447
O: -1.59172 -5.65341 -9.00238
O: -2.10075 5.04061 6.77591
H: 3.46312 -0.83141 0.73104
H: -2.09130 4.68496 4.72997
C: 1.95255 -4.96209 -1.09114
H: -2.73558 8.83048 2.66267
H: -2.15930 -7.65039 -8.81841
F: 1.24508 -6.02584 -1.52373
C: -2.48623 -6.64995 -8.52103
H: -0.64034 -6.47400 -6.74727
C: -2.64336 -6.55913 -7.01849
N: -0.83816 7.26839 4.98376
H: -3.73743 5.76589 5.70667
C: 2.55997 -0.22986 0.62850
C: -0.35771 5.91525 5.26703
O: 0.82113 -2.77678 -0.14175
H: -1.40451 7.57739 5.76222
H: 0.16661 -5.33364 -9.95894
H: -1.51938 -5.27111 -3.33701
F: 3.51724 -2.69274 -0.86004
H: 2.44568 2.91969 2.71373
H: -3.90077 9.98825 6.22080
C: -3.00848 9.87234 5.60755
C: -3.25301 5.85451 6.68232
H: -2.26278 -7.24593 -4.44551
H: 2.34798 0.33203 5.10351
C: 1.66054 0.16397 4.26895
O: -0.17048 -4.92848 0.36326
H: 4.56453 1.39156 1.53536
H: 1.30579 4.20701 3.09048
C: 1.41943 3.12320 3.02830
O: -3.29501 8.90464 4.61834
H: -0.57172 -6.90932 -10.30468
H: -0.85119 3.89773 5.68245
H: -0.13241 1.16795 3.51185
C: 1.70709 -0.32940 1.86814
F: 3.14164 -5.42403 -0.67052
S: 0.99890 -4.13980 0.30561
O: -0.30279 -4.51859 -4.74178
H: -3.45934 -7.21800 -6.70658
F: 4.52511 -3.62530 -2.51655
H: -3.95528 5.52330 7.44861
H: -0.51126 -7.15234 -4.48993
H: -0.96092 7.22803 2.90119
H: -2.18075 9.55994 6.25348
F: 3.17666 -1.98124 -2.88289
H: 0.26242 5.58423 4.43128
C: 3.37256 -3.06352 -2.11967
C: -1.62083 7.38144 3.75977
H: 2.93891 0.91559 2.89647
F: 2.53792 -4.86662 -3.36349
C: -2.26583 8.74545 3.64704
H: 4.87215 0.77503 -0.10983

- Largest force on an atom: 2.27 eV Å⁻¹
- LUMO energy: 2.11 eV
- Charge: -1
- 2S+1: 1
- Calculated total energy: -2765.77535 a.u.
- Frontier orbital gap: 8.187 eV



No. 2
This record from OMol25 describes a cluster of 3 separate species, C21H45FNO8S2 in total. The level of theory is ωB97M-V/def2-TZVPD.

Positions of all 78 atoms, in Å:
N: -0.93030 3.09711 -1.12399
C: -2.18745 -6.79727 -1.38013
H: -1.63263 -7.23010 -2.20919
H: -4.09222 -7.37656 -2.14441
H: -3.52598 0.03595 0.03672
S: -1.67774 -4.96505 0.38433
H: -0.01421 1.26134 0.46310
C: 0.20721 3.67385 -3.30193
H: -0.25742 -3.29681 -0.42030
H: 4.21224 3.14624 -0.39143
H: -0.01282 3.98582 1.99671
H: -3.62462 -5.72051 -2.56636
C: 0.41915 1.33847 -2.23567
O: 6.25540 1.00859 1.21410
H: -2.38146 -0.62866 6.42346
C: 0.06084 3.28663 -0.02116
H: -1.49013 4.30684 1.08439
C: -0.24696 -3.95048 0.44874
H: 0.64230 -4.57369 0.46834
C: 1.45766 1.33740 -1.08359
C: -2.89460 -0.42828 5.48212
C: 0.97219 4.49934 -0.25081
O: -1.61663 -5.98981 1.37997
H: -4.18358 -6.09080 -0.93306
H: 2.85696 -0.36755 -1.13915
H: -2.14446 -7.49008 -0.53981
H: 6.28603 -0.43320 -0.26416
C: 5.59414 0.29666 0.16696
O: -1.41778 -5.61187 -1.03757
C: -0.46654 2.58100 -2.45826
O: -3.17206 -1.32956 3.20351
H: 3.09053 1.58758 -2.43792
C: -1.71673 2.15874 -3.23225
H: 5.98306 1.94734 -1.07825
H: -3.96803 -0.52956 5.63957
H: -1.43169 1.95324 -4.26486
O: -2.04072 2.60082 -0.73303
C: -3.60952 -6.47083 -1.77626
H: -2.17168 1.26819 -2.80911
C: 2.73879 2.07692 -1.52279
H: -1.35907 -1.28324 4.20907
H: -2.45062 2.96274 -3.22999
H: 0.94903 1.13846 -3.17401
C: -3.63439 -0.74057 0.79299
H: -3.16199 -1.66785 0.48118
H: 1.84022 4.41790 0.40467
H: -0.26131 0.49950 -2.07266
H: 0.60587 -0.61140 0.91462
H: 4.96897 0.73107 -1.82712
H: -1.15954 2.67169 1.68544
H: 1.31631 4.62737 -1.26586
H: 3.55412 1.79686 0.47945
H: 1.19642 -0.77980 -1.47680
C: 0.77818 1.94362 0.15053
H: 4.73947 -0.24909 0.57043
C: 1.82960 -0.16381 -0.82994
H: -2.57166 -2.44139 4.76364
H: 1.24688 3.84940 -3.05909
C: 5.13890 1.27891 -0.89565
C: -0.71007 3.56930 1.26761
H: 0.43313 5.40826 0.02051
C: 1.62384 -0.74351 0.55094
H: 2.50195 3.09403 -1.81128
H: -0.32996 -3.36271 1.36209
H: 1.82922 -1.81788 0.52902
O: -1.41241 -0.08849 2.03998
S: -2.83728 -0.12468 2.22872
F: 2.49247 -0.18996 1.49797
C: -2.41678 -1.41454 4.43997
H: 0.17233 3.38361 -4.35154
H: 5.88189 0.74694 2.05930
C: 3.89807 2.10794 -0.50690
H: -0.33302 4.61497 -3.19210
O: -2.83514 -4.12243 0.32713
O: -3.49042 1.06286 2.67936
H: 1.47074 2.03040 0.98804
H: -4.68306 -0.90061 1.02817
H: -2.68947 0.59871 5.18556

- Largest force on an atom: 0.35 eV Å⁻¹
- LUMO energy (alpha / beta): 0.38 / 0.38 eV
- Charge: 0
- 2S+1: 2
- Calculated total energy: -2379.97630 a.u.
- ⟨S²⟩: 0.754
- Frontier orbital gap (alpha / beta): 8.285 / 9.596 eV



No. 3
This record from OMol25 describes a structure of composition C21H46BGaNO30S7. The level of theory is ωB97M-V/def2-TZVPD.

Positions of all 107 atoms, in Å:
H: 10.81966 -3.54700 -2.47195
C: 1.00921 2.76418 -2.62081
S: 7.55977 -2.66198 -2.02107
C: 9.16968 -4.43599 -1.36597
C: 9.97990 -3.24891 -1.84675
O: -1.15207 2.08376 -3.20735
C: -7.10376 -2.20637 10.03199
H: 1.30605 2.46036 6.71911
H: 1.94314 -3.95120 5.08061
H: -6.93344 -1.81534 11.03250
H: 0.80213 3.31976 -1.70280
O: -6.10370 -2.67947 7.98058
C: -2.52286 2.49271 -12.27969
H: 1.84034 -5.51523 2.37261
C: 3.25187 -0.71008 -0.63001
C: 3.28910 -3.85560 2.50922
O: 0.92899 5.38533 3.57702
H: -0.02141 1.03569 -1.80702
O: 9.06197 -2.45292 -2.59411
S: -1.94683 5.25026 -7.41131
O: 1.75051 3.21388 2.68296
B: 4.28193 -0.39053 2.57038
C: -3.38580 6.79634 -8.74473
H: 4.09629 -4.62182 2.39837
H: -4.63166 5.04009 -8.53050
H: -3.96541 5.25223 -10.16525
O: 1.81063 3.65105 5.09464
O: -3.57857 -2.19709 6.51200
H: 0.42017 -6.13823 5.59150
C: 1.88089 -4.85329 4.45377
O: -0.56584 5.42243 -7.68430
O: -4.63379 1.83950 -11.53661
S: -2.10316 -1.70236 6.10130
H: 0.13038 1.48332 4.82573
H: 3.91675 0.05542 -1.05813
H: -2.20197 3.12381 -11.44747
O: -2.63944 4.58388 -8.71040
H: 2.36139 0.67507 2.93884
C: -3.76385 5.37460 -9.10426
C: 3.41388 0.95307 2.73763
H: -4.99176 -2.03201 9.57848
H: -5.56448 -3.71155 9.70299
H: -7.86296 -2.99096 10.07311
H: 0.18045 -5.99934 3.79682
Ga: 4.14926 -1.74300 0.96472
O: -5.70864 2.50764 -13.64505
H: 2.60468 -5.62105 4.77992
H: 3.44725 1.48327 1.76920
H: -2.91297 0.86332 -10.89163
H: 2.06306 2.49933 -2.65235
C: 1.94574 -0.12235 -0.20886
C: -3.45481 -2.55712 4.20551
S: -4.93938 3.02840 -12.57455
O: 0.66220 3.59906 -3.73574
H: 2.98405 -1.50750 -1.35072
O: -0.32194 3.30930 4.00091
C: -3.32895 1.30794 -11.79228
H: -1.65435 2.19216 -12.86097
H: 10.34565 -2.65254 -1.00700
H: -3.17108 -3.61227 4.18164
H: 4.76052 -0.86067 4.44019
C: 0.10495 1.55908 -2.74934
S: -7.10385 -1.46265 7.65485
O: 7.89122 -3.89779 -1.03934
O: -8.20245 -1.97359 6.91922
H: 5.62231 -2.12091 0.46885
H: 9.61285 -4.91926 -0.49803
H: 0.12338 -0.07271 0.11171
O: -2.28531 -1.79039 4.50858
O: -1.95849 -0.33635 6.46044
O: -2.41540 4.58414 -6.25925
H: 9.03535 -5.17249 -2.16345
O: -5.33938 4.17475 -11.83556
H: -4.90015 -1.30013 5.21867
O: -1.62051 4.48093 -3.45395
N: 0.82215 -0.73701 -0.23932
H: 3.58923 -3.16932 3.33265
C: -0.20509 2.46948 5.15512
H: 3.81429 1.63084 3.51375
H: -5.16305 -3.04251 5.46275
S: -0.90345 3.41969 -4.06811
H: -1.16402 2.37456 5.65887
H: 1.17635 -3.84298 2.70266
C: -4.40929 -2.26705 5.34581
C: 0.44582 -5.46215 4.72604
H: -0.24622 -4.60940 4.80167
H: -3.86045 -2.27050 3.23857
O: -7.57740 -1.17050 9.16526
O: 6.74841 -3.13656 -3.08407
O: -2.67945 6.69119 -7.50723
O: -1.03568 3.11350 -5.44514
O: -1.17611 -2.69499 6.50785
H: -4.25559 7.44020 -8.63304
O: 7.21032 -1.54616 -1.23337
O: 3.02636 -3.22549 1.29212
S: 1.10770 3.98110 3.68283
H: 1.95964 0.92728 0.16208
O: -6.33628 -0.35687 7.21027
O: 5.23114 -0.65971 3.61671
O: -3.43225 3.24832 -13.09214
C: 1.97063 -4.57748 2.93449
H: 0.47750 0.86217 -3.50263
C: -5.82897 -2.70652 9.38379
H: -2.70968 7.22604 -9.48858
H: 0.41634 3.99443 6.56268
H: -3.42027 0.54254 -12.56682
C: 0.84026 3.14779 6.01644

- Largest force on an atom: 2.13 eV Å⁻¹
- LUMO energy: 1.43 eV
- Charge: -1
- 2S+1: 1
- Energy relative to the best compared isomer or geometry (same formula, charge and spin): 19.42 kcal per mole
- Calculated total energy: -7876.50085 a.u.
- Frontier orbital gap: 5.321 eV



No. 4
This record from OMol25 describes a cluster of 3 separate species, C21H46NO8 in total. The level of theory is ωB97M-V/def2-TZVPD.

Positions of all 76 atoms, in Å:
H: -0.35414 0.32633 4.72640
H: -4.10624 3.90799 0.01043
C: -3.36552 3.25545 0.47927
H: -2.96681 2.10408 2.79325
H: 3.94684 -3.16171 1.50505
H: 1.19144 0.75693 4.05868
H: -2.24177 -1.13778 -4.01417
H: -4.27214 -0.63377 -2.71887
N: -1.28600 -0.96186 2.96533
H: -6.55624 -1.11313 -4.56363
H: 8.18822 -4.67934 2.81312
H: 6.87104 -3.44066 -0.61770
C: -1.82050 3.75058 -1.24798
H: -3.57585 3.84675 -2.49249
H: -4.19604 1.03837 -2.10880
O: 5.62525 -2.38221 0.67282
C: 0.11775 0.84154 3.88196
H: 0.25137 2.78395 4.78627
H: -0.54674 0.43447 0.48035
H: -2.82893 0.12482 0.52951
H: 0.70119 -1.79350 1.79507
H: -1.86450 4.72223 -0.73581
H: 2.22145 1.50036 2.35409
H: -2.25090 2.90178 -3.15877
O: -3.12370 0.72286 -3.79669
O: -4.07570 2.20662 1.04733
O: 2.86536 -1.19912 0.78158
H: -1.65652 0.14403 -5.09104
C: -0.27027 2.31740 3.94768
C: -2.43203 0.41229 1.51065
H: -2.06460 5.71191 -2.90726
H: -5.62030 0.39553 -4.69074
H: 3.56128 1.14399 1.28301
H: -3.25275 -1.42981 2.61255
H: 1.68123 -0.94436 2.98610
C: 4.86049 -3.52616 1.03250
H: -2.80324 -0.04450 -1.89688
C: 1.01815 -0.79784 2.12898
H: -0.77731 1.84844 1.46307
C: -3.45163 1.45420 2.05478
H: 5.87418 -3.89667 2.88694
H: 2.12724 1.94317 0.64869
C: -5.80511 -0.58176 -5.14481
C: -2.54890 -0.28028 -4.62311
C: 7.94931 -4.46245 1.76677
C: 2.47005 1.17283 1.34178
O: -2.01598 4.89261 -3.40264
H: 6.96701 -1.66680 -0.66877
H: 0.02013 2.86517 3.04970
O: -4.63910 -1.38463 -5.15033
H: -2.98505 -1.46540 -6.33933
C: 5.58580 -4.44869 1.98507
H: -2.81537 3.81442 1.25808
C: 6.29299 -2.51594 -0.57151
H: -1.11416 -1.71787 3.61776
H: 3.69741 -0.81306 0.49701
H: -1.33844 2.46756 4.12000
C: -3.62563 0.23475 -2.57258
H: 4.89947 -5.24764 2.28273
O: 6.71837 -5.05238 1.39297
H: 8.71841 -4.90016 1.13390
H: 5.58027 -2.50414 -1.40368
C: -2.41688 -0.76685 2.40521
C: -2.48482 3.82056 -2.61760
C: -3.50291 -0.74505 -5.69967
H: -4.27425 0.93477 2.55267
C: -0.20608 0.02271 2.58929
H: -0.76552 3.47216 -1.34088
H: 1.28002 -0.12274 0.09161
C: 1.88129 -0.20686 1.00384
H: 7.93777 -3.37874 1.62289
H: -3.80265 0.10515 -6.32087
H: -6.18617 -0.43359 -6.16007
O: -2.45497 2.74553 -0.46087
H: 4.57517 -4.08167 0.13254
C: -0.93359 0.77484 1.43828

- Largest force on an atom: 0.44 eV Å⁻¹
- LUMO energy: -3.90 eV
- Charge: +1
- 2S+1: 1
- Calculated total energy: -1484.05218 a.u.
- Frontier orbital gap: 7.060 eV



No. 5
This record from OMol25 describes a structure of composition C21H47CdNO2SSi2. The level of theory is ωB97M-V/def2-TZVPD.

Positions of all 75 atoms, in Å:
H: -0.23722 0.24732 -2.99596
H: 2.29007 -2.96007 -4.56728
H: 3.19788 -3.07924 -3.00713
C: -1.31730 3.79233 0.49193
H: 3.67649 8.16371 -2.02340
H: 1.18209 4.20148 -2.68195
H: -1.73553 2.50958 3.57353
H: 4.86251 -0.49426 0.63587
C: -1.37753 1.87159 2.74461
C: -2.09981 -0.97775 0.61597
H: -4.16457 -1.52862 0.43615
C: 3.79856 7.33984 -1.31482
H: 3.72574 7.78128 -0.30016
C: 1.49831 5.05565 -3.32205
H: 5.79859 0.12060 -0.73363
H: 3.18626 -1.53368 -3.92481
H: 1.69448 3.31317 0.71467
C: 0.22707 -0.49024 -3.67498
H: -1.87379 -3.30949 3.67666
C: 1.47718 2.31624 0.95392
O: 2.71401 5.71051 -2.84578
H: 4.32650 3.25605 -2.27415
C: 2.71354 6.27781 -1.50364
C: -1.98270 -2.67701 2.79743
H: 6.21824 0.60535 0.92970
C: 3.38476 1.34821 -2.09875
Si: 1.05423 -1.89134 -2.68790
O: 3.26296 1.13166 -0.68978
C: 1.64413 4.55777 -4.76242
H: 1.70835 6.70509 -1.35626
H: -0.91460 0.97047 3.17551
C: 4.46856 1.56592 0.12046
C: -0.85079 -2.00302 2.29140
H: 0.70209 5.81291 -3.24041
H: -0.31288 4.58600 3.68453
H: 4.55793 2.21303 -3.66423
H: 2.01385 2.05155 1.83454
H: 0.96955 0.03297 -4.30438
H: 4.83189 6.95404 -1.38721
H: 4.93304 2.33347 -0.46685
H: 2.43342 1.79633 -2.48734
H: 1.92886 1.75986 0.17883
H: 5.50805 1.92289 -2.20442
H: -2.26873 1.61133 2.15204
S: -2.12508 0.15745 -0.67270
C: 4.53202 2.23648 -2.57479
H: -4.10313 -3.01809 2.48868
H: -1.01762 -3.05552 -1.90388
C: -3.20639 -2.50786 2.13214
C: 2.58935 -2.42020 -3.65032
H: 0.86343 5.08844 2.48379
C: 1.54259 -1.40981 -0.93648
C: 5.39189 0.37025 0.25003
H: 1.23013 3.75771 3.61975
H: 4.16769 1.97514 1.10524
H: -1.84758 4.57109 1.05624
H: -0.55156 -3.58134 -3.55504
C: -0.16847 -3.32313 -2.55484
H: -0.57871 -0.89420 -4.31552
H: 0.34548 -4.19950 -2.12606
H: 2.86289 5.52309 -0.70957
Cd: 0.43558 0.32061 -0.36707
H: 0.12217 -2.15817 2.75980
H: 1.28092 -2.26578 -0.27531
H: 2.62250 -1.21155 -0.74843
H: -0.77642 4.28419 -0.31993
Si: -0.19538 2.90595 1.70210
C: 0.44288 4.19893 2.98303
C: -3.25506 -1.67868 1.01871
H: 3.42894 0.32805 -2.50594
H: -2.09412 3.14604 0.06711
N: -0.91393 -1.14841 1.25852
H: 2.09205 5.33015 -5.38134
H: 2.22475 3.62300 -4.86328
H: 0.66941 4.30308 -5.23007

- Largest force on an atom: 3.06 eV Å⁻¹
- LUMO energy: 0.41 eV
- Charge: 0
- 2S+1: 1
- Calculated total energy: -2178.44729 a.u.
- Frontier orbital gap: 7.905 eV